The following is a quantum chemistry calculation of a structure of composition C29H28ClN4O6SV, from OMol25.

Properties
HOMO-LUMO gap (alpha / beta) (eV): 6.8 / 6.8
Energy (eV): -97819.936
Charge: 0
Energy relative to the best compared isomer or geometry (same formula, charge and spin) (kJ/mol): 37.7
HOMO energy (alpha / beta) (eV): -7.978 / -7.978

Each line ends with the natural charge from an NBO analysis.
CARTESIAN COORDINATES (ANGSTROEM)
V: 0.7242 -0.0798 -0.3623  0.7978
O: 1.6156 -3.7181 1.8845  -0.6646
C: 0.7485 -3.5095 2.8878  0.3594
C: 0.8622 -4.3466 4.0028  -0.2863
C: 0.0071 -4.2094 5.0741  -0.1696
C: -0.9943 -3.2380 5.0647  -0.2725
C: -1.1150 -2.4153 3.9675  -0.1498
C: -0.2506 -2.5235 2.8698  -0.1792
C: -0.4222 -1.5986 1.7376  0.5731
O: 0.4640 -1.6731 0.7695  -0.6585
N: -1.4110 -0.7561 1.6941  -0.3832
N: -1.3017 -0.0717 0.5087  -0.2808
C: -2.3653 0.4553 0.0406  0.1582
C: -2.3872 0.9517 -1.3125  -0.2054
C: -3.4902 1.6711 -1.7900  -0.1588
C: -3.5813 2.0356 -3.1174  -0.2519
C: -2.5711 1.6669 -4.0058  -0.1950
C: -1.4781 0.9443 -3.5695  -0.2658
C: -1.3752 0.5805 -2.2204  0.4092
O: -0.3106 -0.1383 -1.8621  -0.5655
H: 1.4510 -3.0315 1.2070  0.5147
H: 1.6437 -5.0951 3.9928  0.2319
H: 0.1161 -4.8669 5.9276  0.2138
H: -1.6680 -3.1334 5.9041  0.2149
H: -1.8832 -1.6545 3.9286  0.2324
H: -3.2802 0.4359 0.6283  0.2017
H: -4.2799 1.9355 -1.0972  0.2191
H: -4.4381 2.5950 -3.4683  0.2205
H: -2.6472 1.9409 -5.0506  0.2192
H: -0.6904 0.6364 -4.2430  0.2324
N: 0.9314 1.9221 -1.0328  -0.4234
C: 0.6426 3.0036 -1.3096  0.6351
N: 0.3395 4.2254 -1.6344  -0.4708
C: -1.0111 4.5340 -2.1247  -0.2043
C: -0.9188 5.1470 -3.5160  -0.4141
C: 0.2510 6.1518 -3.6119  -0.4041
C: 0.7845 6.5397 -2.2366  -0.4135
C: 1.3143 5.3180 -1.4958  -0.1941
H: -1.4831 5.2132 -1.4110  0.1993
H: -1.5874 3.6124 -2.1192  0.2440
H: -1.8706 5.6270 -3.7500  0.2159
H: -0.7846 4.3450 -4.2435  0.2155
H: -0.0599 7.0461 -4.1520  0.2202
H: 1.0659 5.7140 -4.1937  0.2055
H: 0.0027 7.0252 -1.6479  0.2057
H: 1.5952 7.2640 -2.3214  0.2299
H: 1.4867 5.5315 -0.4384  0.2084
H: 2.2572 4.9926 -1.9410  0.2042
S: 2.4490 -0.8308 -1.0492  0.1738
C: 1.4900 -0.2000 5.0713  -0.6492
C: 2.6102 -0.4600 4.1014  0.0008
C: 3.1712 -1.7359 4.0694  -0.2403
C: 4.2081 -2.0505 3.2144  -0.0350
Cl: 4.8660 -3.6600 3.2299  -0.0114
C: 4.7273 -1.1014 2.3530  -0.2330
C: 4.1863 0.1706 2.3767  -0.2179
C: 3.1468 0.4967 3.2394  0.2838
O: 2.7952 1.8315 3.2359  -0.5124
C: 1.4522 2.2410 3.1365  -0.1639
C: 0.7138 1.8329 1.8637  0.7814
O: -0.2707 2.4500 1.5071  -0.6480
O: 1.2415 0.7996 1.2735  -0.6503
H: 1.3579 -1.0686 5.7159  0.2252
H: 0.5336 -0.0392 4.5683  0.2202
H: 1.6934 0.6681 5.7018  0.2173
H: 2.7798 -2.4964 4.7320  0.2262
H: 5.5325 -1.3558 1.6784  0.2269
H: 4.5606 0.9442 1.7201  0.2238
H: 1.4701 3.3296 3.1634  0.2117
H: 0.8424 1.9117 3.9807  0.1992